[1]
{"formula": "C74H166O37S5", "method": "ωB97M-V with the def2-TZVPD basis set", "species": ["C", "C", "C", "S", "O", "O", "C", "H", "H", "H", "H", "H", "H", "H", "H", "C", "C", "C", "S", "O", "O", "C", "H", "H", "H", "H", "H", "H", "H", "H", "C", "C", "C", "S", "O", "O", "C", "H", "H", "H", "H", "H", "H", "H", "H", "C", "C", "C", "S", "O", "O", "C", "H", "H", "H", "H", "H", "H", "H", "H", "C", "C", "C", "S", "O", "O", "C", "H", "H", "H", "H", "H", "H", "H", "H", "C", "O", "C", "C", "O", "C", "C", "O", "C", "H", "H", "H", "H", "H", "H", "H", "H", "H", "H", "H", "H", "H", "H", "C", "O", "C", "C", "O", "C", "C", "O", "C", "H", "H", "H", "H", "H", "H", "H", "H", "H", "H", "H", "H", "H", "H", "C", "O", "C", "C", "O", "C", "C", "O", "C", "H", "H", "H", "H", "H", "H", "H", "H", "H", "H", "H", "H", "H", "H", "C", "O", "C", "C", "O", "C", "C", "O", "C", "H", "H", "H", "H", "H", "H", "H", "H", "H", "H", "H", "H", "H", "H", "C", "O", "C", "C", "O", "C", "C", "O", "C", "H", "H", "H", "H", "H", "H", "H", "H", "H", "H", "H", "H", "H", "H", "C", "O", "C", "C", "O", "C", "C", "O", "C", "H", "H", "H", "H", "H", "H", "H", "H", "H", "H", "H", "H", "H", "H", "C", "O", "C", "C", "O", "C", "C", "O", "C", "H", "H", "H", "H", "H", "H", "H", "H", "H", "H", "H", "H", "H", "H", "C", "O", "C", "C", "O", "C", "C", "O", "C", "H", "H", "H", "H", "H", "H", "H", "H", "H", "H", "H", "H", "H", "H", "C", "O", "C", "C", "O", "C", "C", "O", "C", "H", "H", "H", "H", "H", "H", "H", "H", "H", "H", "H", "H", "H", "H"], "xyz": [[0.335, 2.766, -4.252], [1.356, 1.765, -4.828], [0.570, 0.955, -5.818], [-0.581, 1.944, -6.573], [-1.900, 1.475, -6.190], [-0.337, 2.241, -7.953], [-0.255, 3.379, -5.436], [0.808, 3.499, -3.604], [-0.429, 2.278, -3.631], [1.836, 1.085, -4.115], [2.124, 2.275, -5.354], [0.048, 0.145, -5.296], [1.189, 0.456, -6.641], [-1.285, 3.750, -5.327], [0.349, 4.181, -5.879], [-2.024, 6.452, 1.785], [-1.592, 5.272, 0.964], [-0.353, 5.608, 0.136], [-0.526, 7.435, -0.152], [-0.611, 7.708, -1.561], [0.438, 8.063, 0.690], [-2.102, 7.599, 0.690], [-1.281, 6.720, 2.517], [-2.958, 6.119, 2.244], [-2.370, 4.964, 0.343], [-1.339, 4.397, 1.671], [-0.151, 4.993, -0.721], [0.602, 5.567, 0.693], [-2.929, 7.368, 0.005], [-2.185, 8.561, 1.123], [-2.358, 0.699, 4.805], [-2.040, 2.135, 4.918], [-3.122, 2.889, 4.199], [-3.289, 1.851, 2.666], [-2.340, 2.390, 1.675], [-4.689, 1.616, 2.249], [-2.605, 0.382, 3.389], [-3.203, 0.478, 5.453], [-1.554, 0.113, 5.186], [-1.070, 2.345, 4.485], [-1.909, 2.371, 5.967], [-2.912, 3.940, 3.863], [-4.107, 2.868, 4.648], [-1.670, 0.109, 2.898], [-3.342, -0.416, 3.309], [0.657, -8.620, -0.134], [-0.426, -8.920, -1.220], [-0.843, -7.544, -1.659], [0.619, -6.535, -1.854], [0.461, -5.296, -1.149], [1.096, -6.526, -3.260], [1.661, -7.703, -0.974], [1.333, -9.439, 0.233], [0.255, -8.251, 0.819], [-1.332, -9.534, -0.885], [0.067, -9.522, -2.025], [-1.332, -6.995, -0.825], [-1.347, -7.551, -2.605], [2.356, -7.049, -0.393], [2.282, -8.264, -1.680], [4.845, -2.774, 4.585], [3.572, -2.018, 4.016], [2.404, -2.004, 5.034], [2.947, -2.928, 6.528], [1.974, -3.860, 6.985], [3.488, -1.962, 7.451], [4.361, -3.732, 5.692], [5.486, -2.009, 5.042], [5.422, -3.251, 3.757], [3.223, -2.606, 3.159], [3.853, -1.040, 3.576], [1.559, -2.533, 4.644], [2.075, -1.028, 5.281], [3.996, -4.756, 5.368], [5.101, -3.842, 6.501], [-2.624, 5.866, 6.493], [-1.550, 5.239, 5.839], [-0.282, 5.867, 6.124], [0.777, 5.101, 5.362], [0.931, 3.750, 5.679], [1.888, 3.324, 6.530], [2.228, 1.861, 6.200], [2.437, 1.580, 4.840], [3.642, 2.085, 4.325], [-3.484, 5.183, 6.548], [-3.076, 6.703, 6.010], [-2.387, 6.264, 7.499], [0.015, 5.858, 7.166], [-0.315, 6.882, 5.745], [1.767, 5.551, 5.513], [0.616, 5.091, 4.339], [1.766, 3.381, 7.612], [2.826, 3.870, 6.314], [1.367, 1.241, 6.469], [3.045, 1.547, 6.839], [4.478, 2.121, 5.049], [3.417, 3.113, 4.033], [3.914, 1.456, 3.419], [6.168, -3.012, -3.007], [6.289, -1.647, -3.295], [5.117, -1.122, -3.904], [5.513, 0.234, -4.471], [5.651, 1.105, -3.357], [7.019, 1.329, -2.974], [7.220, 1.648, -1.510], [6.661, 2.897, -1.066], [5.255, 2.828, -0.818], [5.339, -3.385, -3.641], [5.827, -3.253, -2.048], [7.143, -3.435, -3.195], [4.341, -0.979, -3.153], [4.758, -1.831, -4.648], [4.777, 0.644, -5.230], [6.514, 0.223, -4.965], [7.497, 2.168, -3.508], [7.625, 0.358, -3.087], [8.295, 1.776, -1.424], [6.804, 0.830, -0.865], [4.914, 3.866, -0.717], [5.193, 2.346, 0.172], [4.672, 2.367, -1.605], [3.611, 5.936, 0.974], [2.905, 5.809, -0.279], [3.569, 6.484, -1.392], [2.891, 6.111, -2.683], [3.163, 4.740, -3.183], [4.338, 4.666, -4.020], [4.073, 5.106, -5.436], [2.952, 4.346, -6.024], [2.822, 4.535, -7.416], [4.686, 5.799, 0.868], [3.228, 5.191, 1.685], [3.404, 6.931, 1.381], [4.675, 6.262, -1.390], [3.358, 7.561, -1.260], [3.095, 6.909, -3.407], [1.837, 6.155, -2.576], [4.613, 3.574, -4.002], [5.201, 5.252, -3.604], [4.888, 5.016, -6.154], [3.824, 6.133, -5.518], [2.855, 5.641, -7.778], [1.834, 4.177, -7.681], [3.548, 4.014, -8.051], [1.031, -1.222, -2.415], [1.481, -2.298, -3.221], [0.380, -2.750, -4.027], [0.978, -3.392, -5.284], [1.183, -2.388, -6.261], [1.670, -3.003, -7.446], [1.578, -2.022, -8.638], [2.595, -1.052, -8.584], [2.402, -0.201, -9.700], [0.414, -0.549, -3.060], [1.878, -0.706, -1.975], [0.457, -1.598, -1.582], [-0.258, -1.891, -4.360], [-0.192, -3.510, -3.499], [0.360, -4.105, -5.802], [1.910, -3.894, -5.020], [1.026, -3.876, -7.669], [2.679, -3.378, -7.279], [0.590, -1.658, -8.423], [1.575, -2.558, -9.620], [2.185, -0.847, -10.598], [3.310, 0.412, -9.786], [1.468, 0.476, -9.557], [-7.697, 1.541, -1.493], [-7.283, 2.875, -1.227], [-6.060, 3.040, -0.461], [-4.774, 3.272, -1.244], [-4.737, 4.575, -1.758], [-3.512, 4.918, -2.295], [-3.514, 6.280, -2.841], [-3.750, 7.343, -1.940], [-5.048, 7.892, -2.107], [-8.148, 1.120, -0.542], [-6.872, 0.918, -1.928], [-8.520, 1.596, -2.184], [-5.923, 2.189, 0.181], [-6.155, 3.925, 0.254], [-4.669, 2.520, -2.048], [-3.877, 3.155, -0.622], [-3.349, 4.296, -3.216], [-2.735, 4.654, -1.579], [-4.229, 6.308, -3.698], [-2.552, 6.370, -3.291], [-5.826, 7.134, -2.018], [-5.071, 8.482, -2.993], [-5.216, 8.669, -1.348], [-2.426, -1.119, -1.135], [-2.462, -2.379, -0.476], [-3.202, -3.418, -1.090], [-3.345, -4.603, -0.115], [-3.451, -5.820, -0.849], [-4.683, -6.422, -1.035], [-5.573, -5.524, -1.913], [-4.953, -5.461, -3.183], [-5.243, -4.390, -4.044], [-1.988, -0.312, -0.501], [-3.397, -0.660, -1.358], [-1.778, -1.095, -2.056], [-2.680, -3.784, -1.972], [-4.183, -3.085, -1.441], [-4.174, -4.401, 0.534], [-2.389, -4.612, 0.364], [-5.171, -6.653, -0.085], [-4.480, -7.433, -1.328], [-5.513, -4.494, -1.446], [-6.638, -5.757, -1.932], [-4.411, -4.139, -4.642], [-5.623, -3.501, -3.472], [-5.953, -4.677, -4.792], [-5.862, -4.836, 4.090], [-6.946, -5.231, 4.954], [-6.966, -4.676, 6.233], [-7.196, -3.122, 6.291], [-5.868, -2.500, 6.027], [-5.841, -1.221, 5.524], [-6.127, -1.186, 3.964], [-4.863, -1.832, 3.453], [-4.802, -1.887, 2.044], [-5.653, -5.777, 3.598], [-5.035, -4.313, 4.597], [-6.203, -4.080, 3.380], [-5.950, -4.805, 6.747], [-7.740, -5.176, 6.816], [-7.470, -2.830, 7.318], [-7.860, -2.755, 5.518], [-4.802, -0.873, 5.757], [-6.609, -0.599, 5.950], [-6.059, -0.201, 3.575], [-7.032, -1.786, 3.705], [-3.847, -2.230, 1.772], [-4.883, -0.915, 1.497], [-5.447, -2.673, 1.705], [1.335, -5.395, 3.280], [2.644, -5.012, 3.137], [3.468, -6.010, 2.430], [4.146, -5.445, 1.146], [3.093, -5.292, 0.195], [3.470, -4.452, -0.867], [3.325, -2.982, -0.643], [4.200, -2.583, 0.327], [4.790, -1.294, 0.299], [0.810, -5.311, 2.286], [0.798, -4.749, 4.013], [1.237, -6.379, 3.786], [2.781, -6.800, 2.079], [4.170, -6.408, 3.124], [4.883, -6.131, 0.761], [4.648, -4.467, 1.394], [2.882, -4.711, -1.761], [4.512, -4.576, -1.230], [2.326, -2.752, -0.332], [3.502, -2.478, -1.597], [4.044, -0.543, 0.506], [5.330, -0.993, -0.643], [5.556, -1.272, 1.053], [1.534, 1.907, -0.499], [1.348, 0.692, 0.175], [0.853, 0.848, 1.491], [0.811, -0.443, 2.232], [-0.309, -1.174, 1.577], [-0.213, -2.539, 1.855], [-1.252, -2.977, 2.894], [-0.857, -2.520, 4.265], [-1.996, -2.782, 5.143], [2.332, 2.480, -0.046], [0.564, 2.468, -0.447], [1.864, 1.752, -1.519], [-0.173, 1.204, 1.483], [1.453, 1.592, 2.022], [0.589, -0.265, 3.290], [1.683, -1.012, 2.107], [0.762, -2.852, 2.167], [-0.470, -3.068, 0.967], [-1.427, -4.047, 2.885], [-2.134, -2.441, 2.671], [-2.763, -2.061, 5.033], [-1.605, -2.672, 6.135], [-2.359, -3.806, 5.099]], "charge": 0, "e_homo_ev": -9.37, "orbital_gap_ha": 0.358, "max_force_ev_per_a": 4.2, "molar_mass_g_mol": 1808.440}

---

[2]
{"formula": "C74H62Cl2MoN6O5", "method": "ωB97M-V with the def2-TZVPD basis set", "species": ["Mo", "C", "O", "C", "C", "C", "C", "C", "C", "C", "C", "C", "C", "C", "N", "C", "C", "C", "C", "C", "C", "C", "C", "C", "C", "O", "C", "C", "C", "C", "N", "C", "C", "C", "C", "C", "C", "O", "C", "C", "C", "C", "C", "C", "C", "N", "C", "C", "N", "C", "C", "C", "C", "O", "C", "C", "C", "H", "H", "H", "H", "H", "H", "H", "H", "H", "H", "H", "H", "H", "H", "H", "H", "H", "H", "H", "H", "H", "H", "H", "H", "H", "H", "H", "H", "H", "H", "H", "H", "H", "H", "H", "H", "Cl", "C", "Cl", "H", "H", "C", "C", "N", "C", "C", "C", "O", "C", "C", "C", "C", "N", "C", "H", "H", "H", "H", "H", "H", "H", "H", "H", "H", "H", "H", "H", "H", "C", "C", "C", "C", "C", "C", "C", "C", "C", "C", "C", "C", "C", "C", "C", "H", "H", "H", "H", "H", "H", "H", "H", "H", "H"], "xyz": [[-0.180, 0.697, 0.168], [-5.414, -6.562, -4.385], [-4.026, -6.404, -4.229], [-3.553, -5.310, -3.566], [-2.166, -5.147, -3.551], [-1.591, -4.042, -2.971], [-2.370, -3.021, -2.397], [-3.748, -3.257, -2.330], [-4.333, -4.366, -2.906], [-1.764, -1.826, -1.845], [-2.468, -0.661, -1.567], [-3.865, -0.323, -1.767], [-4.236, 0.472, -0.724], [-3.071, 0.600, 0.116], [-1.977, 0.200, -0.607], [-3.051, 0.378, 1.508], [-2.116, -0.566, 2.003], [-2.517, -1.611, 2.916], [-1.899, -2.738, 2.492], [-1.043, -2.387, 1.377], [-0.562, -3.335, 0.493], [-1.078, -4.705, 0.544], [-2.444, -4.914, 0.356], [-2.955, -6.187, 0.323], [-2.121, -7.296, 0.473], [-2.752, -8.505, 0.406], [-2.058, -9.652, 0.828], [-0.759, -7.098, 0.660], [-0.251, -5.811, 0.694], [-0.271, -1.887, -1.636], [0.393, -0.916, -0.757], [1.244, -0.010, -1.448], [2.603, -0.701, -1.399], [3.765, -0.446, -2.263], [3.752, -0.872, -3.588], [4.886, -0.814, -4.378], [6.073, -0.319, -3.856], [7.263, -0.276, -4.522], [7.303, -0.656, -5.875], [6.087, 0.141, -2.538], [4.952, 0.077, -1.756], [2.420, -1.876, -0.744], [2.655, -3.269, -1.076], [1.469, -3.912, -1.064], [0.400, -2.979, -0.590], [1.176, -1.855, -0.074], [0.804, -0.200, -2.864], [0.178, -1.381, -2.986], [-1.041, -0.996, 1.276], [-4.362, 0.412, 2.210], [-5.183, -0.697, 2.034], [-6.392, -0.811, 2.689], [-6.808, 0.208, 3.539], [-7.963, 0.182, 4.267], [-8.759, -0.977, 4.195], [-6.012, 1.343, 3.684], [-4.797, 1.441, 3.032], [-5.873, -5.689, -4.861], [-5.914, -6.760, -3.431], [-5.533, -7.424, -5.041], [-1.562, -5.903, -4.029], [-0.516, -3.964, -2.986], [-4.375, -2.564, -1.790], [-5.403, -4.491, -2.833], [-4.474, -0.612, -2.601], [-5.210, 0.864, -0.507], [-3.223, -1.503, 3.716], [-2.005, -3.733, 2.875], [-3.093, -4.063, 0.207], [-4.007, -6.363, 0.172], [-1.195, -9.879, 0.193], [-2.777, -10.468, 0.752], [-1.729, -9.556, 1.870], [-0.079, -7.929, 0.759], [0.805, -5.662, 0.860], [2.852, -1.287, -4.014], [4.834, -1.184, -5.390], [8.353, -0.629, -6.159], [6.746, 0.046, -6.502], [6.920, -1.668, -6.028], [7.012, 0.529, -2.145], [4.986, 0.412, -0.731], [3.592, -3.672, -1.412], [1.294, -4.930, -1.358], [1.078, 0.451, -3.676], [-0.189, -1.809, -3.903], [-4.850, -1.489, 1.378], [-6.993, -1.691, 2.529], [-8.209, -1.871, 4.513], [-9.136, -1.143, 3.179], [-9.595, -0.805, 4.872], [-6.371, 2.137, 4.322], [-4.181, 2.318, 3.170], [-0.773, 1.219, 4.056], [-0.884, 2.865, 3.429], [-1.292, 2.835, 1.703], [0.087, 3.353, 3.529], [-1.677, 3.398, 3.952], [1.448, 7.939, -2.943], [1.854, 7.058, -1.759], [2.828, 6.056, -2.129], [4.203, 6.514, -2.252], [4.844, 6.795, -0.894], [2.580, 4.740, -2.342], [3.457, 3.962, -2.676], [1.194, 4.231, -2.080], [0.014, 4.771, -2.613], [-1.186, 4.179, -2.240], [-1.177, 3.084, -1.413], [-0.046, 2.499, -0.951], [1.113, 3.094, -1.299], [0.718, 8.674, -2.613], [1.016, 7.342, -3.744], [2.313, 8.464, -3.341], [0.975, 6.571, -1.332], [2.292, 7.698, -0.987], [4.231, 7.409, -2.881], [4.751, 5.715, -2.756], [4.421, 7.679, -0.421], [5.909, 6.963, -1.027], [4.705, 5.941, -0.236], [0.027, 5.584, -3.315], [-2.124, 4.568, -2.605], [-2.116, 2.624, -1.126], [2.022, 2.628, -0.936], [1.302, 1.222, 1.376], [1.967, 1.701, 2.312], [2.615, 2.313, 3.347], [3.350, 1.524, 4.310], [4.327, 2.083, 5.143], [5.027, 1.301, 6.039], [4.788, -0.063, 6.121], [3.844, -0.637, 5.279], [3.134, 0.140, 4.389], [2.478, 3.761, 3.426], [2.360, 4.431, 4.650], [2.176, 5.799, 4.695], [2.101, 6.535, 3.522], [2.211, 5.886, 2.301], [2.377, 4.518, 2.250], [4.552, 3.137, 5.061], [5.776, 1.757, 6.674], [5.337, -0.670, 6.828], [3.661, -1.703, 5.316], [2.392, -0.314, 3.746], [2.392, 3.864, 5.569], [2.087, 6.297, 5.650], [1.950, 7.604, 3.562], [2.168, 6.457, 1.385], [2.454, 4.010, 1.298]], "multiplicity": 3, "s2": 2.0642, "charge": 0, "e_homo_ev": [-4.86, -5.78], "orbital_gap_ha": [0.145, 0.182], "max_force_ev_per_a": 2.1, "molar_mass_g_mol": 1282.193}